(1)
DFT (ωB97M-V/def2-TZVPD) results for an isolated molecule of C4H12N2 at a distorted geometry.

```
18
Properties=species:S:1:pos:R:3:forces:R:3:mulliken_charge:R:1
N 1.1857 -1.8070 1.0268 0.6 0.1 0.6 -0.550
N 0.3043 0.5606 -1.7162 0.1 -0.6 0.1 -0.682
C -1.4719 1.5605 0.6604 0.1 0.7 -1.1 -1.205
C 0.4453 0.1542 -0.3012 0.8 0.6 -0.8 0.587
C -0.9160 0.1854 0.3515 -0.3 -0.9 0.7 -0.586
C 1.1636 -1.2016 -0.2999 -1.0 -0.4 0.8 -0.751
H 1.2028 0.8272 -2.0981 -0.2 0.2 -0.1 0.229
H -1.6003 -0.3689 -0.2831 -0.2 0.1 -0.5 0.340
H -0.3816 1.2850 -1.8585 0.2 0.2 0.1 0.203
H 1.1505 0.8619 0.1650 -0.4 -0.1 0.5 0.175
H -0.9510 -0.4504 1.2483 0.3 0.5 0.1 0.218
H 1.5394 -2.7526 1.0117 0.0 0.1 0.0 0.230
H 2.1998 -1.0186 -0.5625 0.1 -0.1 -0.5 0.309
H -0.8146 2.1695 1.2784 0.1 -0.2 0.2 0.326
H -2.4594 1.5265 1.0984 -0.2 -0.1 0.3 0.362
H -1.5962 2.1396 -0.2753 0.0 -0.2 0.3 0.270
H 0.3303 -1.7949 1.5599 -0.1 0.0 -0.4 0.195
H 0.6691 -1.8764 -1.0055 0.1 0.3 -0.4 0.328
```
Forces are in eV/Å.

## Properties
- total charge = 0
- highest occupied orbital energy (eV) = -8.9
- LUMO level (eV) = 1.2
- spin multiplicity = 1
- F_max (eV/A) = 1.35
- structure (SMILES) = CC[C@H](N)CN


(2)
DFT (ωB97M-V/def2-TZVPD) results for an isolated molecule of C4H12N2 at a distorted geometry.

```
18
Properties=species:S:1:pos:R:3:forces:R:3:mulliken_charge:R:1
N -1.3504 -1.7831 -1.0074 1.9 -2.8 -0.5 -0.636
N -0.2131 1.8907 0.9647 1.7 1.0 0.4 -0.563
C 1.1629 0.2055 -0.3906 -0.6 1.0 -2.5 -0.532
C 0.3252 1.6408 -0.3737 1.9 -1.6 -1.3 -0.773
C 0.5243 -0.8911 0.4894 0.7 2.4 2.4 -0.715
C -0.9558 -1.1308 0.3097 -2.5 1.3 0.5 -0.330
H -0.4025 1.4554 -1.1556 -0.8 0.5 0.3 0.386
H 0.7524 -0.5873 1.5856 -0.7 -0.6 -1.6 0.254
H 1.0768 -1.7488 0.3382 1.2 -2.2 -0.3 0.509
H -0.8615 2.6788 0.9054 0.2 -0.2 0.2 0.214
H -1.9239 -2.7015 -0.8714 1.1 2.4 0.2 0.277
H -1.4899 -1.7668 1.1230 1.4 1.3 -0.9 0.277
H 0.9951 2.4965 -0.7412 -0.7 -1.3 0.4 0.372
H -0.4377 -2.2660 -1.4178 -2.2 1.6 1.0 0.240
H 1.3465 -0.2821 -1.4664 -1.1 1.5 1.7 0.213
H -1.3683 0.0101 0.4257 0.2 -3.1 -0.6 0.153
H 2.1875 0.5391 -0.2409 0.2 -0.7 1.2 0.407
H 0.6325 2.2407 1.5231 -1.8 -0.6 -0.7 0.247
```
Forces are in eV/Å.

## Properties
- total charge = 0
- highest occupied orbital energy (eV) = -8.8
- LUMO level (eV) = 1.1
- spin multiplicity = 1
- F_max (eV/A) = 3.45
- structure (SMILES) = NCCCCN


(3)
DFT (ωB97M-V/def2-TZVPD) results for an isolated molecule of C4H12N2 at a distorted geometry.

```
18
Properties=species:S:1:pos:R:3:forces:R:3:mulliken_charge:R:1
N -1.0801 0.1673 0.7376 0.1 0.8 -4.4 -0.496
N 0.5752 -0.8492 -1.9137 0.0 -0.2 0.1 -0.581
C 1.0088 1.3074 1.2577 0.7 0.4 0.5 -1.363
C -1.6255 -1.1758 0.8429 -1.1 -0.5 0.1 -0.939
C 0.3384 0.1965 0.4640 2.8 0.2 -1.4 0.466
C 0.6929 0.4097 -1.1941 -0.1 -0.5 2.1 -1.080
H 1.4951 2.0664 0.6391 0.0 -0.1 -0.1 0.319
H -1.0446 -2.0152 0.4451 0.4 0.3 -0.1 0.357
H -2.5984 -1.2315 0.3347 0.1 0.1 0.2 0.330
H 1.7188 0.7776 -1.2707 0.0 -0.2 0.1 0.474
H 0.0616 1.1875 -1.6480 -0.2 0.3 0.5 0.419
H -0.3874 -1.1758 -1.9023 0.2 0.0 -0.1 0.205
H -1.1287 0.5026 -0.3185 -2.5 -0.6 2.8 0.387
H 0.8602 -0.7373 -2.8826 -0.2 -0.1 0.1 0.228
H 0.3214 1.8524 1.9112 -0.1 -0.3 -0.2 0.372
H 0.8236 -0.7606 0.6988 -0.1 0.1 -0.1 0.360
H 1.7844 0.8793 1.9019 0.0 0.2 -0.1 0.234
H -1.8157 -1.4014 1.8968 0.1 0.0 -0.1 0.307
```
Forces are in eV/Å.

## Properties
- total charge = 0
- highest occupied orbital energy (eV) = -9.0
- LUMO level (eV) = 1.1
- spin multiplicity = 1
- F_max (eV/A) = 4.50
- structure (SMILES) = CN[C@H](C)CN


Question: Which value of LUMO level does entry 1 give?
Answer: 1.2 eV


Question: Look up the highest occupied orbital energy of the third one.
Answer: -9.0 eV